Entry from OMol25: a molecular structure, C44H60BiGeN4O5P3 at a distorted geometry (ωB97M-V/def2-TZVPD).

Results
* E_HOMO (alpha / beta): -9.966 / -10.371 eV
* F_max: 0.0435 hartree/bohr
* E_tot: -153015.2752 eV
* LUMO energy (alpha / beta): -3.4 / -4.4 eV
* spin multiplicity: 2
* charge: +1
* energy above the lowest of the compared OMol25 structures with the same formula, charge and spin: 11.32 kcal per mole

Last column: Löwdin spin population.
Cartesian coordinates (Å):
Bi 1.641 0.957 -1.104  0.104
C -0.857 -3.858 -4.031  0.000
C -0.624 -2.348 -3.708  0.000
C -1.965 -1.638 -3.628  0.000
P 0.532 -1.831 -2.314  0.009
C -0.064 -2.861 -0.891  0.002
N 0.259 -2.278 0.432  0.093
Ge -0.470 -0.555 0.896  0.326
N -0.242 0.057 2.633  0.097
C 0.784 1.026 3.049  0.005
P 2.205 1.581 1.885  0.031
C 2.675 3.210 2.668  0.005
C 1.958 4.349 1.881  0.001
C 2.375 3.244 4.147  0.001
C 3.544 0.373 2.203  0.003
C 2.993 -1.037 2.060  0.002
C 4.327 0.637 3.477  0.001
C -1.365 -0.139 3.493  0.007
C -1.507 0.538 4.712  0.007
C -2.650 0.266 5.429  0.000
C -3.592 -0.672 4.950  0.005
C -3.413 -1.340 3.769  0.000
C -2.261 -1.126 3.080  0.004
N -1.872 -1.886 1.932  0.005
C -1.034 -3.019 2.285  0.005
C -1.239 -3.846 3.351  -0.001
C -0.406 -4.951 3.556  0.006
C 0.690 -5.130 2.703  0.000
C 0.983 -4.240 1.715  0.006
C 0.085 -3.173 1.505  0.006
C -2.919 -2.118 0.965  0.002
C -3.762 -3.213 1.060  0.000
C -4.788 -3.387 0.148  0.001
C -5.034 -2.380 -0.770  0.001
C -4.245 -1.236 -0.836  0.005
C -3.084 -1.167 -0.041  0.009
N -2.110 -0.205 -0.116  0.088
C -2.327 0.879 -1.059  0.005
P -0.982 2.099 -1.457  0.034
C -1.281 3.559 -0.321  0.001
C -1.237 2.981 1.083  0.005
C -2.586 4.263 -0.635  0.000
C -1.365 2.632 -3.148  0.007
C -2.837 2.408 -3.544  0.002
C -0.399 1.996 -4.164  0.001
C 2.075 -2.782 -2.647  0.001
C 2.741 -2.387 -3.990  0.000
C 3.097 -2.503 -1.566  0.001
H -1.448 -3.913 -4.957  0.000
H -1.403 -4.340 -3.214  0.000
H 0.099 -4.386 -4.214  0.000
H -0.098 -1.930 -4.571  0.000
H -2.604 -2.052 -2.831  0.000
H -2.548 -1.751 -4.551  0.000
H -1.844 -0.573 -3.418  0.000
H 0.480 -3.823 -0.942  0.001
H -1.158 -3.061 -1.043  0.000
H 1.241 0.678 3.953  0.001
H 0.304 1.992 3.317  0.000
H 3.729 3.320 2.475  0.000
H 0.900 4.209 1.954  0.000
H 2.196 4.358 0.818  0.000
H 2.246 5.319 2.330  0.000
H 1.301 3.391 4.325  0.000
H 2.920 4.103 4.529  0.000
H 2.746 2.403 4.694  0.000
H 4.255 0.527 1.398  0.001
H 2.314 -1.255 2.873  0.000
H 3.753 -1.830 2.064  0.000
H 2.401 -1.147 1.122  0.003
H 3.621 0.655 4.314  0.000
H 4.782 1.623 3.473  0.000
H 5.097 -0.091 3.636  0.000
H -0.774 1.201 5.079  0.001
H -2.858 0.774 6.362  0.000
H -4.517 -0.872 5.504  0.000
H -4.157 -2.047 3.427  0.000
H -2.084 -3.670 4.004  0.000
H -0.592 -5.594 4.408  0.000
H 1.300 -6.055 2.822  0.000
H 1.850 -4.300 1.089  0.000
H -3.533 -3.999 1.776  0.000
H -5.384 -4.301 0.169  0.000
H -5.876 -2.509 -1.457  0.000
H -4.504 -0.471 -1.520  0.000
H -3.224 1.459 -0.770  0.001
H -2.526 0.408 -2.012  0.000
H -0.459 4.245 -0.408  0.001
H -1.965 2.132 1.236  0.001
H -1.428 3.721 1.828  0.000
H -0.249 2.547 1.312  0.003
H -3.429 3.578 -0.616  0.000
H -2.526 4.746 -1.646  0.000
H -2.780 5.016 0.133  0.000
H -1.198 3.718 -3.160  0.000
H -3.112 1.351 -3.705  0.000
H -3.025 2.907 -4.505  0.000
H -3.537 2.811 -2.823  0.000
H -0.397 0.921 -4.060  0.000
H 0.610 2.376 -4.012  0.000
H -0.728 2.277 -5.178  0.000
H 1.805 -3.847 -2.659  0.000
H 2.930 -1.319 -3.991  0.000
H 2.150 -2.679 -4.837  0.000
H 3.710 -2.887 -4.119  0.000
H 3.322 -1.430 -1.588  0.001
H 4.009 -3.060 -1.732  0.000
H 2.782 -2.765 -0.566  0.000
O 5.347 4.757 -4.455  0.000
C 4.527 4.108 -3.887  0.001
C 4.018 2.710 -4.325  0.002
O 4.289 2.095 -5.329  0.000
C 3.138 2.284 -3.221  0.002
C 3.010 3.274 -2.257  0.002
O 2.297 3.092 -1.185  0.033
C 3.762 4.480 -2.621  0.001
O 3.751 5.523 -2.009  0.000
O 2.527 1.118 -3.124  0.044

---

Entry from OMol25: 2 unconnected molecules or ions with the total composition C2H7N2O2 at a distorted geometry (ωB97M-V/def2-TZVPD).

Results
* E_HOMO: -13.785 eV
* F_max: 0.0542 hartree/bohr
* E_tot: -9254.8608 eV
* LUMO energy: -3.4 eV
* spin multiplicity: 1
* charge: +1
* energy above the lowest of the compared OMol25 structures with the same formula, charge and spin: 44.08 kcal per mole

Last column: Löwdin charge in e.
Cartesian coordinates (Å):
C 0.726 -0.361 -0.342  -0.234
C -0.719 0.506 1.222  -0.268
N 1.203 0.543 -1.153  0.139
N 0.813 -1.644 -0.561  0.144
O -0.854 1.728 0.765  0.124
O -1.679 -0.380 1.272  0.133
H 0.025 0.403 2.008  0.162
H 1.110 1.522 -0.925  0.110
H 1.750 0.319 -1.981  0.130
H 0.410 -2.301 0.089  0.119
H 1.322 -2.034 -1.350  0.129
H -1.646 1.886 0.231  0.155
H -2.461 -0.188 0.725  0.158

---

Entry from OMol25: a single CH4N2O2S molecule at a distorted geometry (ωB97M-V/def2-TZVPD).

Results
* E_HOMO (alpha / beta): -5.233 / -9.889 eV
* F_max: 0.0857 hartree/bohr
* E_tot: -19006.9920 eV
* LUMO energy (alpha / beta): 0.6 / -1.5 eV
* spin multiplicity: 3
* charge: 0
* energy above the lowest of the compared OMol25 structures with the same formula, charge and spin: 17.07 kcal per mole

Last column: Löwdin spin population.
Cartesian coordinates (Å):
C -0.447 -0.112 -0.074  0.430
N -0.887 0.668 0.896  0.179
N 0.757 -0.562 -0.103  0.178
O -0.382 -1.000 -2.378  0.464
O 1.722 0.258 0.540  0.105
S -1.477 -0.371 -1.500  0.602
H -0.341 1.419 1.415  0.020
H -1.849 0.808 1.059  0.011
H 0.928 -0.759 -1.112  0.007
H 1.976 -0.349 1.255  0.003

---

Entry from OMol25: a single C22H24N2O2 molecule (ωB97M-V/def2-TZVPD).

Results
* E_HOMO: -8.570 eV
* F_max: 0.0152 hartree/bohr
* E_tot: -30280.5929 eV
* LUMO energy: 0.1 eV
* spin multiplicity: 1
* structure (SMILES): CCC(=O)N(CCc1ccccc1)Cc1cc2cccc(C)c2[nH]c1=O
* charge: 0
* energy above the lowest of the compared OMol25 structures with the same formula, charge and spin: 1.61 kcal per mole

Last column: Löwdin charge in e.
Cartesian coordinates (Å):
C 1.367 2.778 -1.977  -0.073
H 0.731 2.942 -2.843  0.077
C 0.605 3.151 -0.706  -0.136
C -0.755 2.473 -0.697  -0.464
O -1.552 2.678 -1.595  0.054
N -1.067 1.656 0.344  -0.057
C -0.152 1.286 1.399  -0.102
C 1.068 0.533 0.935  -0.111
C 1.124 -0.195 -0.201  0.036
C 2.307 -0.892 -0.596  -0.149
C 2.378 -1.646 -1.774  -0.029
C 3.542 -2.295 -2.106  -0.080
C 4.655 -2.205 -1.274  -0.040
C 4.628 -1.471 -0.104  -0.207
C 3.438 -0.806 0.236  -0.138
N 3.343 -0.057 1.379  0.185
C 2.236 0.638 1.807  -0.421
O 2.278 1.285 2.840  0.063
H 4.155 0.017 1.979  0.150
C 5.834 -1.381 0.785  -0.043
H 6.166 -0.348 0.886  0.087
H 5.614 -1.772 1.779  0.087
H 6.653 -1.960 0.367  0.079
H 5.563 -2.721 -1.549  0.111
H 3.601 -2.876 -3.013  0.103
H 1.508 -1.707 -2.410  0.116
H 0.263 -0.258 -0.850  0.121
H -0.697 0.652 2.106  0.141
H 0.183 2.163 1.968  0.133
C -2.403 1.095 0.394  -0.136
H -2.770 1.143 1.423  0.133
H -3.038 1.721 -0.237  0.124
C -2.467 -0.354 -0.115  -0.132
C -3.871 -0.872 0.002  -0.242
C -4.818 -0.544 -0.961  -0.041
C -6.123 -0.986 -0.843  -0.084
C -6.499 -1.761 0.242  -0.097
C -5.563 -2.089 1.207  -0.088
C -4.258 -1.645 1.088  -0.046
H -3.531 -1.907 1.844  0.110
H -5.850 -2.694 2.055  0.101
H -7.517 -2.108 0.334  0.099
H -6.849 -0.727 -1.599  0.102
H -4.526 0.060 -1.808  0.118
H -1.786 -0.979 0.468  0.111
H -2.152 -0.365 -1.160  0.120
H 0.407 4.226 -0.719  0.126
H 1.202 2.920 0.172  0.096
H 2.261 3.389 -2.076  0.075
H 1.663 1.731 -1.955  0.059

---

Entry from OMol25: 2 unconnected molecules or ions with the total composition C4H11N2 at a distorted geometry (ωB97M-V/def2-TZVPD).

Results
* E_HOMO: -13.942 eV
* F_max: 0.0307 hartree/bohr
* E_tot: -7297.7103 eV
* LUMO energy: -6.6 eV
* spin multiplicity: 1
* charge: +1
* energy above the lowest of the compared OMol25 structures with the same formula, charge and spin: 74.66 kcal per mole

Last column: Löwdin charge in e.
Cartesian coordinates (Å):
C -0.166 -0.384 2.543  -0.023
C -0.515 -0.692 1.138  0.008
C 0.327 -0.548 0.059  -0.087
C 0.037 -1.048 -1.190  -0.056
N 1.038 -1.170 -2.127  0.101
N -0.223 2.429 -0.748  0.024
H -0.162 -1.240 3.216  0.114
H -0.967 0.289 2.881  0.118
H -1.412 -1.286 0.970  0.138
H -0.072 2.741 -1.706  0.024
H 1.279 -0.037 0.161  0.137
H -0.962 -1.418 -1.431  0.146
H 1.367 -0.495 -2.804  0.128
H 1.311 -2.132 -2.301  0.125
H -0.810 1.622 -0.867  -0.024
H 0.751 0.198 2.591  0.098
H -0.822 3.172 -0.384  0.030

---

Entry from OMol25: a single C5H8O molecule (ωB97M-V/def2-TZVPD).

Results
* E_HOMO: -9.510 eV
* F_max: 0.0165 hartree/bohr
* E_tot: -7360.8655 eV
* LUMO energy: 1.1 eV
* spin multiplicity: 1
* structure (SMILES): C1OC[C@H]2C[C@@H]12
* charge: 0
* energy above the lowest of the compared OMol25 structures with the same formula, charge and spin: 32.05 kcal per mole

Last column: Löwdin charge in e.
Cartesian coordinates (Å):
C -1.251 -0.208 0.771  -0.060
C 0.101 -0.799 0.573  -0.232
C 0.570 -1.036 -0.848  -0.188
O 0.498 0.194 -1.515  -0.127
C 0.377 1.284 -0.583  -0.158
C -0.002 0.685 0.753  -0.196
H -1.920 -0.104 -0.080  0.112
H -1.776 -0.451 1.695  0.101
H 0.525 -1.403 1.367  0.137
H -0.042 -1.742 -1.418  0.125
H 1.594 -1.413 -0.826  0.116
H -0.346 1.954 -1.043  0.118
H 1.306 1.862 -0.499  0.117
H 0.367 1.174 1.653  0.135

---

Q: Which formula does entry 3 have?
A: CH4N2O2S